[1]
Below is one molecule with the formula C3H6O4, with properties calculated with the ωB97M-V functional and the def2-TZVPD basis.

Geometry as ORCA input:
```
! wB97M-V def2-TZVPD RIJCOSX def2/J DEFGRID3
* xyz 0 1
C 0.828 0.518 -0.985
C -0.590 -0.503 0.676
C 0.227 0.537 0.351
O -1.382 -0.419 1.782
O -0.884 -1.439 -0.211
O 0.194 1.755 0.996
O 1.687 -0.528 -1.296
H -1.943 -1.205 1.793
H -0.610 -0.989 -1.232
H -0.528 1.742 1.636
H 1.907 -1.062 -0.523
H 1.262 1.480 -1.255
H -0.168 0.112 -1.731
*
```

Properties
E_HOMO = -0.294 hartree
LUMO energy = 0.5 eV
gap between HOMO and LUMO = 8.4846 eV
relative energy (zero: lowest compared OMol25 entry of this formula, charge and spin) = 72.1 kcal/mol
calculated total energy = -11395.566 eV
strongest force on any atom = 3.738 eV Å⁻¹
structure (SMILES) = OCC(O)=C(O)O

Here are the natural (NBO) charges for atoms 1 to 6, given in e: 0.00 0.53 0.04 -0.69 -0.69 -0.68

[2]
Below is C3H6O4Tm as an isolated structure, with properties calculated with the ωB97M-V functional and the def2-TZVPD basis.

Geometry as ORCA input:
```
! wB97M-V def2-TZVPD RIJCOSX def2/J DEFGRID3
* xyz 3 3
O 0.719 -0.320 1.021
C -0.326 0.207 0.451
C 0.716 -1.748 0.803
O 0.341 3.028 -1.012
O -1.037 -0.647 -0.259
C -0.409 -1.948 -0.221
Tm -1.858 2.644 -1.149
H 0.514 -2.232 1.764
H 1.701 -2.035 0.425
H -1.164 -2.672 0.097
H -0.057 -2.161 -1.235
O -0.804 1.313 0.772
H 0.820 3.797 -1.345
H 0.843 2.773 -0.111
*
```

Properties
E_HOMO (spin up / spin down) = -0.814 / -0.814 hartree
LUMO energy (spin up / spin down) = -16.3 / -18.4 eV
gap between HOMO and LUMO (spin up / spin down) = 5.8722 / 3.7952 eV
relative energy (zero: lowest compared OMol25 entry of this formula, charge and spin) = 30.9 kcal/mol
calculated total energy = -40893.238 eV
strongest force on any atom = 4.150 eV Å⁻¹

Here are the natural (NBO) charges for atoms 1 to 6, given in e: -0.38 1.00 -0.11 -1.09 -0.47 -0.11

[3]
Below is C3H6O5Rb as an isolated structure, with properties calculated with the ωB97M-V functional and the def2-TZVPD basis.

Geometry as ORCA input:
```
! wB97M-V def2-TZVPD RIJCOSX def2/J DEFGRID3
* xyz -1 1
C 1.210 -0.335 0.646
C 0.222 0.038 -0.451
O -0.086 -1.147 -1.180
C -0.860 -1.050 -2.286
O -1.300 0.072 -2.633
O -1.077 -2.133 -2.884
O 1.631 0.795 1.342
Rb -3.010 -1.150 -5.572
H 2.068 -0.849 0.174
H 0.730 -1.070 1.321
H 0.669 0.788 -1.121
H -0.696 0.464 -0.019
H 0.972 0.992 2.158
O -0.484 1.969 4.998
H 0.012 2.616 5.505
*
```

Properties
E_HOMO = -0.067 hartree
LUMO energy = 0.0 eV
gap between HOMO and LUMO = 1.8293 eV
relative energy (zero: lowest compared OMol25 entry of this formula, charge and spin) = 1.2 kcal/mol
calculated total energy = -14099.902 eV
strongest force on any atom = 3.599 eV Å⁻¹

Here are the natural (NBO) charges for atoms 1 to 6, given in e: -0.07 -0.08 -0.55 0.96 -0.84 -0.85

[4]
Below is one molecule with the formula C3H6OS, with properties calculated with the ωB97M-V functional and the def2-TZVPD basis.

Geometry as ORCA input:
```
! wB97M-V def2-TZVPD RIJCOSX def2/J DEFGRID3
* xyz 0 1
C 0.161 0.173 0.822
C -0.158 -1.033 -0.053
C -0.088 0.433 -0.571
H -1.285 0.271 2.198
H 1.210 0.267 1.073
H 0.693 -1.730 -0.327
H -1.136 -1.563 0.028
H -0.999 0.955 -0.663
H 1.067 0.207 -2.666
O -0.621 0.881 1.830
S 1.155 1.140 -1.669
*
```

Properties
E_HOMO = -0.339 hartree
LUMO energy = 0.9 eV
gap between HOMO and LUMO = 10.1479 eV
relative energy (zero: lowest compared OMol25 entry of this formula, charge and spin) = 39.8 kcal/mol
calculated total energy = -16089.265 eV
strongest force on any atom = 2.285 eV Å⁻¹
structure (SMILES) = O[C@H]1C[C@@H]1S

Here are the natural (NBO) charges for atoms 1 to 6, given in e: 0.07 -0.44 -0.39 0.47 0.19 0.24

[5]
Below is C3H6OS as an isolated structure, with properties calculated with the ωB97M-V functional and the def2-TZVPD basis.

Geometry as ORCA input:
```
! wB97M-V def2-TZVPD RIJCOSX def2/J DEFGRID3
* xyz 0 1
C -0.891 -0.582 0.470
C 0.320 0.217 0.619
C 0.827 0.942 -0.398
H -0.268 -0.554 -1.403
H -1.767 -0.208 1.100
H -0.639 -1.928 0.650
H 0.376 0.385 1.661
H 1.209 1.795 0.058
H 0.420 1.008 -1.474
O -1.366 -0.353 -0.982
S 1.778 -0.722 -0.301
*
```

Properties
E_HOMO = -0.343 hartree
LUMO energy = 0.7 eV
gap between HOMO and LUMO = 9.9947 eV
relative energy (zero: lowest compared OMol25 entry of this formula, charge and spin) = 98.3 kcal/mol
calculated total energy = -16086.729 eV
strongest force on any atom = 5.976 eV Å⁻¹

Here are the natural (NBO) charges for atoms 1 to 6, given in e: -0.09 -0.27 -0.44 0.45 0.21 0.19

[6]
Below is one molecule with the formula C3H6OS, with properties calculated with the ωB97M-V functional and the def2-TZVPD basis.

Geometry as ORCA input:
```
! wB97M-V def2-TZVPD RIJCOSX def2/J DEFGRID3
* xyz 0 1
C 1.077 0.925 -0.080
C -0.388 0.615 -0.205
C -0.983 -0.599 0.423
H 1.474 1.140 -1.064
H 1.673 0.115 0.360
H 1.198 1.775 0.541
H -0.710 -0.680 1.501
H -2.082 -0.453 0.372
H 0.604 -2.164 -0.401
O -1.122 1.365 -0.838
S -0.741 -2.038 -0.608
*
```

Properties
E_HOMO = -0.342 hartree
LUMO energy = 0.7 eV
gap between HOMO and LUMO = 10.0149 eV
relative energy (zero: lowest compared OMol25 entry of this formula, charge and spin) = 8.5 kcal/mol
calculated total energy = -16090.621 eV
strongest force on any atom = 1.985 eV Å⁻¹
structure (SMILES) = CC(=O)CS

Here are the natural (NBO) charges for atoms 1 to 6, given in e: -0.72 0.57 -0.65 0.25 0.21 0.24